Entry 1:
Computed, not measured: an isolated molecule of C3H5NO, with the ωB97M-V functional and the def2-TZVPD basis.

Geometry as XYZ:
```
10
Properties=species:S:1:pos:R:3:nbo_charge:R:1
C -0.1322 0.7840 -0.4946 -0.098
C 0.9922 -0.0911 0.0377 -0.279
N 0.2892 -1.3417 0.4448 -0.444
C -0.8981 -0.9304 0.6010 0.357
O -1.2038 0.4010 0.3431 -0.512
H 0.0430 1.8512 -0.4093 0.199
H -0.4015 0.5133 -1.5282 0.171
H 1.7690 -0.2712 -0.7041 0.210
H 1.4378 0.3543 0.9362 0.197
H -1.8957 -1.2694 0.7735 0.199
```

Values from the calculation:
SMILES: C1=NCCO1
Orbital gap (eV): 10.94
LUMO level (Eh): 0.038
DFT total energy (eV): -6728.490

***

Entry 2:
Computed, not measured: a structure of composition C3H5NO, with the ωB97M-V functional and the def2-TZVPD basis.

Geometry as XYZ:
```
10
Properties=species:S:1:pos:R:3:nbo_charge:R:1
C 0.8422 -0.8486 -0.1739 -0.224
O 0.6212 0.4065 -0.7121 -0.483
C -0.6453 0.9639 -0.4560 -0.154
C -0.9269 0.6658 0.9868 0.233
N -0.4692 -0.1805 1.6814 -0.445
H 1.8997 -1.0675 -0.2658 0.199
H 0.1697 -1.5987 -0.6268 0.164
H 0.5586 -0.8568 1.3023 0.281
H -1.4424 0.4859 -1.0454 0.204
H -0.6076 2.0299 -0.6905 0.225
```

Values from the calculation:
Orbital gap (eV): 9.53
LUMO level (Eh): 0.019
DFT total energy (eV): -6725.833